# 1
{
  "formula": "C17H10F3N5O2",
  "method": "ωB97M-V/def2-TZVPD",
  "smiles": "N#C/C(=C\\c1ccc(-c2cccc(C(F)(F)F)c2)o1)C(=O)Nn1cnnc1",
  "homo_lumo_gap_ha": 0.2664,
  "total_charge": 0,
  "species": ["C", "C", "F", "H", "N", "F", "C", "C", "H", "C", "H", "N", "C", "C", "N", "O", "C", "C", "H", "H", "F", "C", "C", "N", "H", "H", "C", "H", "C", "C", "C", "H", "N", "C", "C", "O", "H"],
  "positions_angstrom": [[-1.483661, 2.834535, 1.709604], [-0.313835, -1.239375, -0.568817], [5.626220, 2.253123, -0.078163], [-3.466100, -0.547560, 0.447236], [-3.176252, -6.378021, -2.591383], [4.524187, 0.491511, 0.470227], [3.665911, 3.776102, 1.089360], [1.044745, 2.818136, 1.165642], [-0.600359, -3.276091, -1.512439], [-1.176997, -5.737416, -2.206886], [-1.605029, 3.775684, 2.204473], [-1.886119, -6.737285, -2.628609], [-0.309250, 2.308084, 1.197924], [-2.484720, 1.894047, 1.453123], [-1.995899, -4.691989, -1.888050], [-3.593779, -2.747048, -0.605932], [2.663746, 4.528598, 1.680775], [3.348942, 2.542192, 0.536884], [0.594313, 4.653895, 2.184114], [-0.110505, -5.708021, -2.121779], [4.138634, 1.460737, -1.411541], [-1.871346, 0.837497, 0.796172], [-2.409409, -2.571348, -0.779110], [-1.591252, -3.463032, -1.416055], [1.819541, 1.094794, 0.135233], [-4.144068, -4.592855, -1.997799], [4.407542, 1.694647, -0.115940], [-3.522600, 1.962874, 1.707777], [1.365660, 4.059512, 1.721116], [-2.407488, -0.377166, 0.305602], [-3.251359, -5.159201, -2.152999], [4.680595, 4.140565, 1.056712], [0.813677, -1.205376, -0.789550], [2.052043, 2.056517, 0.568703], [-1.694557, -1.346956, -0.328954], [-0.553735, 1.107562, 0.651014], [2.902562, 5.488126, 2.112314]],
  "forces_ev_per_a": [[0.7284, -0.1593, -0.2348], [0.6287, 0.0689, -0.0971], [0.0485, 0.2624, 0.1245], [-0.0370, -0.0365, -0.0109], [-0.9999, -0.0372, -0.0740], [-0.1581, -0.0619, 0.1473], [-0.0379, -0.2354, -0.1101], [0.5602, -0.1514, -0.1951], [-0.2115, -0.0624, -0.0641], [0.1273, 0.2627, 0.1584], [0.0494, 0.2050, 0.0919], [0.9613, -0.4840, -0.1402], [-0.9135, 0.5570, 0.4716], [0.3339, -0.8019, -0.4704], [-0.2285, -0.2509, 0.0031], [-0.2123, -0.0299, 0.0265], [-0.0355, 0.0302, 0.0213], [0.1405, 0.0840, 0.0138], [-0.0872, 0.0894, 0.0638], [0.2658, 0.0496, 0.0515], [-0.2015, 0.0530, -0.0751], [-0.8861, 0.6722, 0.5256], [0.1565, -0.3234, -0.1207], [0.3510, 0.1216, -0.0316], [-0.0050, -0.1007, -0.0489], [-0.1119, 0.1500, 0.0530], [0.2393, -0.2144, -0.1637], [-0.2377, -0.0444, 0.0287], [-0.0589, -0.1839, -0.0796], [0.5773, -0.4904, -0.3724], [-0.1975, 0.4166, 0.0688], [0.0661, 0.0120, -0.0075], [0.2581, -0.1012, -0.1046], [-0.0919, 0.1810, 0.1110], [-1.0797, 0.4098, 0.4307], [0.2992, 0.0554, -0.0349], [0.0000, 0.0881, 0.0443]]
}

***

# 2
{
  "formula": "C4H8O2S",
  "method": "ωB97M-V/def2-TZVPD",
  "smiles": "O[C@@H]1CSC[C@H]1O",
  "de_lowest_kj_mol": 275.6,
  "homo_lumo_gap_ha": 0.3303,
  "total_charge": 0,
  "species": ["H", "H", "H", "H", "C", "C", "O", "H", "O", "C", "H", "H", "S", "H", "C"],
  "positions_angstrom": [[2.223797, 0.641942, 0.143932], [1.286193, -1.148761, 1.509197], [0.346279, 0.919718, 1.521721], [-0.975108, -2.103001, -1.377073], [0.029851, 0.631210, 0.525392], [-0.663722, -0.889771, -1.121733], [-1.053061, 1.585714, 0.184427], [1.159925, 1.970557, -0.672619], [0.733902, -1.700044, 0.726850], [-0.403780, -0.798014, 0.435749], [-1.545612, -0.048869, -1.216201], [-1.235510, -1.112830, 1.004987], [0.819160, -0.067587, -1.862828], [-1.977719, 1.209181, 0.533031], [1.255403, 0.910557, -0.334834]],
  "forces_ev_per_a": [[-0.7985, 0.1743, -0.5088], [-2.0785, -2.5269, -3.0363], [-0.1314, -0.2176, 0.7593], [1.1272, 3.8915, 0.1762], [-0.4131, 2.0581, 1.6844], [-2.3449, -0.5681, 1.1882], [-1.7789, -2.0676, 1.0375], [0.5878, -0.7334, 0.6007], [0.9822, 3.4926, 3.2984], [2.4768, -1.0974, -2.9630], [1.6759, -2.7799, -0.4481], [-1.0794, -0.0093, 0.7258], [0.0792, -0.7312, -0.0407], [3.2080, 1.1233, -0.9988], [-1.5123, -0.0086, -1.4748]]
}

***

# 3
{
  "formula": "Ca2N4O12",
  "method": "ωB97M-V/def2-TZVPD",
  "de_lowest_kj_mol": 1327.6,
  "homo_lumo_gap_ha": 0.0591,
  "total_charge": 0,
  "species": ["N", "O", "O", "O", "O", "N", "O", "O", "O", "N", "O", "O", "O", "O", "O", "N", "Ca", "Ca"],
  "positions_angstrom": [[7.260287, -5.138512, 8.191971], [6.942360, 0.934328, 9.475393], [7.391688, 2.872866, 10.026751], [9.754467, -2.550303, 12.150789], [2.578338, 1.957523, 14.275595], [10.978551, -2.582357, 12.318656], [7.263700, -6.138523, 8.882783], [6.648379, -4.177730, 8.619954], [2.985248, 1.006713, 12.404141], [2.516672, 1.894587, 13.074162], [7.829736, -5.053974, 7.113804], [11.597222, -3.231056, 11.489683], [2.104083, 2.856114, 12.489668], [7.303499, 1.403515, 11.453341], [11.500851, -1.883929, 13.206289], [7.308707, 1.721818, 10.318631], [5.738058, -2.020035, 11.772325], [6.509951, 0.616666, 5.535530]],
  "forces_ev_per_a": [[0.8783, -1.5547, -0.1714], [-0.8762, -4.5495, -4.1604], [1.5528, 3.6289, -1.4662], [-2.3807, 0.1986, 0.5574], [0.1515, -1.4084, 2.8093], [0.3998, 1.2280, -0.3106], [0.4003, -1.7287, 0.4142], [-2.2741, 4.2009, 1.3332], [1.6054, -4.3225, -1.6272], [0.5919, 2.3917, 0.6928], [0.5215, -0.0865, -1.0742], [1.3864, -0.5037, 0.1069], [-1.9427, 2.6720, -2.1275], [0.7700, -2.7647, 5.3699], [-0.0499, -0.8531, -0.3946], [-2.1052, 2.4966, -0.3313], [1.1207, 0.9957, -0.6099], [0.2502, -0.0409, 0.9896]]
}

***

# 4
{
  "formula": "C19H16BrN3O3S",
  "method": "ωB97M-V/def2-TZVPD",
  "smiles": "CC[C@@H]1S/C(=C(\\C#N)C(=O)NCc2ccco2)N(c2ccc(Br)cc2)C1=O",
  "de_lowest_kj_mol": 0.0,
  "homo_lumo_gap_ha": 0.3164,
  "total_charge": 0,
  "species": ["N", "H", "C", "C", "C", "H", "H", "H", "C", "C", "C", "C", "C", "Br", "H", "H", "H", "C", "H", "H", "C", "C", "H", "O", "C", "C", "S", "H", "C", "O", "H", "H", "C", "C", "H", "N", "C", "N", "H", "O", "C", "C", "H"],
  "positions_angstrom": [[-1.864890, 0.267122, -1.178715], [1.762619, -4.229503, 1.653202], [-0.129883, -1.048304, 0.985459], [1.506218, 0.754954, -2.608985], [-2.790367, 0.584657, -2.148538], [2.379833, -0.546736, 2.954625], [-0.219905, -0.381338, -3.159990], [2.301854, -1.416218, 1.389123], [1.940515, -2.622010, 3.110816], [1.861477, -3.910292, 2.670185], [0.211795, 0.299752, -2.445587], [-0.521802, 0.708134, -1.342767], [1.311050, 2.046240, -0.576744], [3.834142, 2.219734, -1.873583], [-5.021078, 3.626930, -0.883745], [-5.042492, 1.974808, -2.756009], [1.745201, 2.725625, 0.140363], [-4.209620, 0.341155, -1.673191], [-0.572390, 1.925351, 0.425507], [-0.082336, -0.777947, 3.011679], [-2.333958, -0.299114, -0.019686], [0.014909, 1.596743, -0.419690], [-4.685460, -0.406382, -2.313921], [2.054471, -2.599647, 4.458060], [2.046199, 1.614335, -1.668145], [-4.404581, 2.733156, -0.844205], [-4.082336, -0.363651, 0.000212], [-3.406861, 2.992917, -1.193759], [1.942445, -4.727663, 3.823655], [0.452753, -1.366611, -0.033184], [2.093774, 0.434263, -3.454886], [2.149340, -4.044888, 5.931024], [2.058436, -3.875524, 4.876670], [-5.015343, 1.643279, -1.715894], [1.917493, -5.797113, 3.858237], [-2.756011, -1.472667, 3.187872], [1.860199, -1.321013, 2.383603], [0.480349, -0.912369, 2.183989], [-4.343412, 2.408142, 0.192894], [-2.512638, 1.043194, -3.225056], [-1.596916, -0.775429, 1.023427], [-2.261515, -1.169371, 2.195612], [-6.036156, 1.435474, -1.391245]],
  "forces_ev_per_a": [[0.5217, -0.2459, 0.3285], [-0.0204, 0.0028, -0.2604], [0.0098, 0.0402, 0.0534], [0.0179, 0.0208, 0.0261], [-0.6155, 0.0248, -0.4340], [0.0392, -0.0723, -0.1376], [-0.0466, -0.0705, -0.0518], [0.0188, 0.0462, 0.2016], [0.0577, -0.4138, -0.8163], [0.1005, 0.6717, 0.0924], [-0.0878, 0.0935, 0.2004], [0.5532, 0.4752, -0.2050], [0.1770, -0.0106, -0.0695], [-0.1041, -0.0365, -0.0001], [0.0073, 0.1145, 0.0170], [-0.0740, -0.0819, 0.0047], [0.0346, 0.0459, 0.0304], [-0.3014, -0.1183, 0.1136], [-0.0707, 0.0182, 0.0647], [-0.0148, 0.0292, -0.1232], [-0.1684, -0.1627, 0.2756], [-0.2337, -0.1201, -0.2449], [0.1717, 0.0643, 0.0059], [0.0279, 0.5247, 0.0802], [0.1243, 0.0841, 0.0619], [-0.1452, -0.0783, -0.0926], [0.0629, -0.0211, -0.1541], [0.1065, 0.0802, -0.0002], [0.0222, 0.2182, 0.5233], [0.0480, -0.2654, -0.0476], [0.0435, -0.0109, -0.0505], [0.0173, 0.0801, 0.1550], [-0.0573, -0.8928, -0.1048], [0.1701, 0.1027, 0.1224], [0.0049, -0.2247, 0.0963], [-0.1972, -0.1200, 0.3331], [-0.0120, -0.1337, 0.1678], [0.0583, 0.1926, 0.2849], [0.0332, 0.0495, 0.0682], [-0.0760, 0.0033, 0.1006], [0.1955, 0.1497, -0.8363], [-0.3785, -0.0213, 0.3098], [-0.0204, -0.0314, -0.0888]]
}

***

# 5
{
  "formula": "C4H11NO2",
  "method": "ωB97M-V/def2-TZVPD",
  "de_lowest_kj_mol": 541.7,
  "homo_lumo_gap_ha": 0.3221,
  "total_charge": 0,
  "species": ["N", "H", "H", "H", "O", "C", "C", "O", "H", "H", "H", "H", "H", "H", "C", "H", "H", "C"],
  "positions_angstrom": [[-1.359645, 1.038268, 0.724346], [1.083139, 1.199371, -1.030633], [-0.121255, 0.577376, 1.324391], [-1.086706, -2.764728, -0.237781], [-0.837717, -0.670648, -1.198855], [0.131164, -1.348199, -0.643845], [-2.333280, 1.795392, 0.962697], [-0.253047, -2.463984, 0.145275], [2.575395, 1.042029, -0.061093], [0.945107, -1.723409, -1.410697], [1.943582, -1.322676, 0.531189], [2.404892, 0.180633, -1.589527], [-3.140150, 1.925480, 0.238527], [-2.436206, 2.319275, 1.914034], [1.867688, 0.518471, -0.702000], [0.669491, 0.005653, 1.217774], [-1.311684, 0.339617, -0.207544], [1.259234, -0.647923, 0.023742]],
  "forces_ev_per_a": [[1.2130, -1.4015, -0.4511], [0.0331, 0.0017, -0.0007], [-1.5594, 0.5159, -0.8223], [0.0831, 0.1044, -0.0029], [-0.5893, 0.5958, 0.3032], [1.4324, -0.4882, -0.7698], [0.0060, -0.0703, 0.3146], [-0.0791, 0.0503, 0.1089], [-0.0094, 0.0082, -0.0390], [-0.9535, -0.2774, -0.1007], [-0.0258, 0.0231, 0.0624], [-0.0138, -0.0769, 0.0132], [0.0493, -0.1290, 0.0204], [0.1926, 0.1250, -0.1221], [-0.0645, 0.0368, 0.0626], [1.0219, -0.8316, -0.8712], [0.2151, 0.4391, 0.2797], [-0.9517, 1.3746, 2.0148]]
}

***

# 6
{
  "formula": "C22H37N5O2PPdS",
  "method": "ωB97M-V/def2-TZVPD",
  "multiplicity": 3,
  "de_lowest_kj_mol": 0.0,
  "homo_lumo_gap_ha": [0.3287, 0.2539],
  "total_charge": 1,
  "species": ["C", "S", "H", "H", "H", "H", "H", "C", "H", "H", "C", "H", "C", "O", "C", "O", "H", "H", "H", "H", "C", "H", "C", "H", "P", "C", "N", "H", "H", "H", "H", "H", "H", "N", "C", "C", "H", "N", "H", "C", "H", "C", "H", "C", "C", "H", "H", "H", "H", "C", "C", "H", "H", "H", "C", "H", "C", "C", "N", "Pd", "H", "C", "C", "C", "H", "N", "H", "H", "H"],
  "positions_angstrom": [[-3.746221, 1.759715, -1.779641], [-1.264221, 1.671170, -0.619418], [-1.502920, -2.439643, 5.144794], [2.772725, 0.228324, -3.021128], [4.333933, -2.886445, 1.888014], [-4.094632, -2.012596, -1.433812], [-0.547051, 0.871556, 6.652044], [1.139029, -3.856289, 1.948321], [3.024110, -4.906018, 2.056153], [3.921800, 1.434154, 1.166053], [6.599482, -0.416290, 0.396105], [5.428821, -0.841616, -1.392899], [-4.893241, 1.181980, -2.257790], [1.774269, 0.012944, 0.594567], [4.616779, 0.601717, 1.251055], [-2.032642, -1.160665, -0.572642], [0.590464, -3.122901, 2.544912], [0.204341, 1.538654, 5.196025], [0.565886, -4.781485, 1.934450], [4.606087, 0.249395, 2.288585], [-0.498513, -0.487692, 3.563126], [0.551220, -2.683008, 0.190191], [6.036988, 0.941971, 0.812586], [5.429449, -2.165265, -0.219990], [2.736803, -1.004405, 0.024346], [-4.071129, -0.943208, -1.573587], [2.630302, -2.517314, 0.674993], [6.612192, 1.420605, 1.602957], [1.512027, -4.109932, -0.176238], [0.974248, -1.167657, 6.515473], [-5.663405, 1.793358, -2.706764], [7.481966, -0.345110, -0.236535], [1.035716, -2.134835, 5.036516], [-2.941892, -0.353200, -1.112295], [-5.059260, -0.202980, -2.152965], [-2.735860, 0.979124, -1.197798], [-5.948831, -0.697845, -2.512161], [4.246419, -0.479564, 0.325392], [6.006982, 1.616492, -0.045457], [2.704863, -2.427693, -2.382060], [-1.552743, 1.328470, 5.271421], [1.938656, -0.218019, -2.468677], [-1.552452, -1.467141, 6.620883], [3.255930, -2.762323, 1.991398], [-1.592724, -1.425020, 5.532600], [-2.561579, -1.022198, 5.239292], [1.732114, -0.503310, 5.061434], [1.434819, 0.577083, -1.921819], [2.600396, -4.115118, 3.575295], [1.016209, -1.000519, -3.416388], [5.424136, -1.077443, -0.324477], [6.865929, -0.996153, 1.282334], [1.738208, -2.899949, -4.282552], [1.080633, -0.613971, -4.431986], [-0.447461, -0.535164, 5.033140], [2.831383, -3.317392, -1.771814], [0.914477, -1.124130, 5.428033], [1.383834, -3.301186, 0.547677], [2.435494, -1.249519, -1.558412], [-0.338754, -0.280491, 0.280336], [3.071947, -1.926536, 2.676914], [-0.595934, 0.897019, 5.563515], [2.556271, -4.020702, 2.491293], [1.487967, -2.470773, -3.313984], [0.706813, -3.088611, -2.870059], [-0.507115, -0.452627, 2.419659], [3.624486, -2.277299, -2.958303], [-0.021343, -0.907670, -3.092821], [-3.584147, 2.826412, -1.836245]],
  "forces_ev_per_a": [[0.0022, -0.0018, -0.0001], [-0.0065, -0.0401, 0.0162], [-0.0025, -0.0026, 0.0014], [0.0042, -0.0147, 0.0107], [-0.0025, 0.0009, 0.0065], [-0.0036, -0.0002, -0.0017], [0.0003, -0.0027, 0.0009], [0.0063, 0.0127, -0.0096], [-0.0008, 0.0000, 0.0028], [0.0019, 0.0007, -0.0009], [-0.0015, -0.0057, 0.0005], [0.0014, 0.0032, 0.0006], [-0.0006, -0.0022, -0.0012], [0.0604, 0.0141, -0.0088], [0.0025, 0.0097, 0.0006], [-0.0081, -0.0276, -0.0135], [-0.0014, 0.0029, -0.0016], [-0.0010, 0.0017, 0.0008], [0.0003, -0.0034, -0.0041], [-0.0004, -0.0011, -0.0007], [0.0331, 0.0127, -0.0066], [0.0035, -0.0196, -0.0115], [-0.0053, -0.0006, 0.0033], [-0.0014, -0.0036, -0.0016], [-0.0343, 0.0178, 0.1208], [0.0116, -0.0033, 0.0072], [-0.0646, 0.0013, -0.0795], [0.0004, 0.0009, -0.0004], [0.0091, -0.0011, -0.0158], [0.0012, -0.0010, -0.0001], [0.0000, -0.0013, -0.0013], [0.0010, -0.0017, -0.0002], [-0.0019, -0.0050, -0.0011], [-0.0044, 0.0262, -0.0091], [-0.0047, 0.0043, -0.0020], [-0.0059, -0.0017, -0.0005], [0.0006, -0.0017, 0.0002], [0.0333, -0.0269, -0.0160], [-0.0005, 0.0026, 0.0009], [-0.0075, 0.0375, 0.0066], [0.0004, -0.0007, -0.0004], [0.0062, 0.0741, -0.0209], [0.0030, 0.0010, 0.0015], [0.0205, 0.0144, 0.0261], [0.0006, -0.0018, -0.0137], [-0.0003, -0.0017, -0.0006], [-0.0004, -0.0018, -0.0005], [-0.0159, -0.0079, -0.0042], [0.0023, 0.0016, 0.0007], [0.0053, -0.0007, -0.0140], [0.0095, 0.0180, 0.0062], [-0.0002, 0.0007, 0.0013], [0.0053, -0.0013, 0.0019], [-0.0116, 0.0014, -0.0016], [0.0034, -0.0088, 0.0106], [-0.0034, -0.0113, 0.0090], [0.0003, 0.0072, 0.0070], [0.0203, 0.0165, 0.0443], [-0.0181, -0.1282, -0.0579], [0.0144, 0.0539, -0.0196], [0.0053, -0.0005, -0.0025], [0.0037, 0.0033, -0.0042], [0.0058, -0.0153, -0.0063], [-0.0113, -0.0054, 0.0001], [-0.0031, 0.0005, -0.0059], [-0.0681, 0.0066, 0.0397], [0.0081, 0.0065, 0.0113], [0.0000, 0.0000, 0.0006], [0.0042, 0.0000, 0.0000]]
}